{
  "formula": "C34H47F7N3O25",
  "method": "ωB97M-V with the def2-TZVPD basis set",
  "symbols": ["C", "C", "C", "C", "C", "C", "N", "C", "C", "C", "N", "C", "C", "O", "O", "O", "C", "N", "C", "O", "H", "H", "H", "H", "H", "H", "H", "H", "H", "H", "H", "H", "H", "H", "H", "H", "H", "H", "H", "H", "H", "H", "H", "H", "H", "H", "C", "C", "O", "C", "O", "O", "F", "H", "H", "H", "C", "C", "O", "C", "O", "O", "F", "H", "H", "H", "C", "C", "O", "C", "O", "O", "F", "H", "H", "H", "C", "C", "O", "C", "O", "O", "F", "H", "H", "H", "C", "C", "O", "C", "O", "O", "F", "H", "H", "H", "C", "C", "O", "C", "O", "O", "F", "H", "H", "H", "C", "C", "O", "C", "O", "O", "F", "H", "H", "H"],
  "coordinates": [[4.663422, -1.314929, 1.435511], [3.872817, -0.090580, 0.955821], [4.603677, 1.177709, 1.403400], [2.454625, -0.205337, 1.510612], [1.502838, 0.911291, 1.074641], [0.238776, 0.919971, 1.915375], [-1.009938, 1.186439, 1.150230], [-2.215046, 0.896938, 2.025226], [-3.513795, 1.282837, 1.302181], [-4.482208, 0.100907, 1.296123], [-4.024678, -0.987770, 0.420145], [-2.081600, 1.605067, 3.392163], [-2.991492, 0.911344, 4.401116], [-2.911949, -0.489535, 4.401398], [-1.746411, -0.825437, 5.190778], [-0.768469, 1.635289, 3.961494], [0.247099, 1.921878, 3.059824], [0.149994, 3.268669, 2.443985], [0.255276, 4.278506, 3.129323], [0.393592, 5.288018, 3.668559], [4.777271, -1.275167, 2.522802], [5.659945, -1.347052, 0.995569], [4.124029, -2.235749, 1.212577], [3.829113, -0.183695, -0.132434], [3.947286, 2.038992, 1.533917], [5.371284, 1.464538, 0.684361], [5.087695, 1.002145, 2.365610], [2.015611, -1.172596, 1.258650], [2.532013, -0.177177, 2.608232], [1.255400, 0.761864, 0.018329], [2.000420, 1.879153, 1.143134], [0.090213, -0.060059, 2.376429], [-1.030922, 2.156354, 0.815823], [-1.057315, 0.595541, 0.318634], [-2.224730, -0.188082, 2.135701], [-3.311122, 1.571732, 0.263786], [-3.989871, 2.133155, 1.787668], [-4.550906, -0.285700, 2.316096], [-5.475832, 0.427073, 0.989598], [-3.193893, -0.721458, -0.096540], [-3.743476, -1.778055, 0.990259], [-2.460236, 2.627677, 3.300824], [-2.755788, 1.312049, 5.389617], [-4.037032, 1.142518, 4.191438], [-1.778300, -1.787718, 5.094752], [1.194158, 1.821908, 3.588423], [0.926719, 4.623122, -1.267999], [-0.044247, 5.240760, -2.260085], [-0.850542, 4.117320, -2.618189], [-0.840774, 3.251333, -1.587236], [-1.588567, 2.336827, -1.423570], [0.145814, 3.549370, -0.722336], [0.585887, 5.716218, -3.354859], [1.794443, 4.212835, -1.784630], [1.248079, 5.300234, -0.482771], [-0.686337, 6.020240, -1.858362], [3.407435, -5.617114, -2.095984], [4.243544, -4.368124, -2.304411], [3.440999, -3.371337, -1.668565], [2.705516, -3.976200, -0.716163], [2.103925, -3.415086, 0.147477], [2.728416, -5.313177, -0.867195], [4.383701, -4.061787, -3.607189], [2.676273, -5.729000, -2.896901], [3.989092, -6.527132, -1.992207], [5.225989, -4.381025, -1.832255], [-1.625015, -5.784257, -0.339271], [-0.750472, -4.556659, -0.499560], [-1.558452, -3.539510, 0.083596], [-2.362831, -4.133403, 1.005111], [-2.971195, -3.529593, 1.832326], [-2.362692, -5.460107, 0.852137], [-0.513756, -4.248018, -1.797732], [-2.315694, -5.888093, -1.176101], [-1.075865, -6.709395, -0.205336], [0.199641, -4.590687, 0.028246], [5.875533, 0.857605, -3.841661], [5.297246, 0.663638, -2.453063], [5.353309, -0.736092, -2.295949], [6.367518, -1.211691, -3.079173], [6.819336, -2.300624, -3.004017], [6.769040, -0.253325, -3.940451], [4.003794, 1.070599, -2.361584], [5.094585, 0.768484, -4.598180], [6.414540, 1.790830, -3.971392], [5.869551, 1.137917, -1.653682], [-1.210008, -9.445933, 2.671899], [-0.683048, -10.764647, 2.136622], [-1.324113, -10.853324, 0.875221], [-1.593330, -9.596551, 0.446028], [-1.893426, -9.293078, -0.658725], [-1.447641, -8.714407, 1.464207], [-1.043548, -11.815413, 2.901193], [-2.153328, -9.594890, 3.198179], [-0.510097, -8.914072, 3.308689], [0.397280, -10.796433, 1.984972], [-2.711189, 5.364005, -5.525968], [-1.827098, 6.229839, -6.401664], [-2.543909, 7.447105, -6.438043], [-3.281783, 7.541408, -5.295641], [-3.794329, 8.526917, -4.895487], [-3.322005, 6.334835, -4.674112], [-1.697133, 5.738844, -7.654422], [-3.472573, 4.860993, -6.123302], [-2.161449, 4.636279, -4.936196], [-0.830572, 6.418926, -5.997183], [-3.094090, 5.015348, 1.750866], [-2.972663, 6.023921, 0.630074], [-4.081073, 5.710926, -0.169757], [-5.051613, 5.166435, 0.630472], [-6.176693, 5.010169, 0.332623], [-4.498356, 4.820796, 1.832916], [-1.818511, 5.796635, -0.073479], [-2.605783, 4.084672, 1.456007], [-2.698441, 5.357570, 2.704922], [-3.012345, 7.074098, 0.917710]],
  "forces_ev_per_angstrom": [[-0.15, 0.05, 0.18], [0.13, -0.70, 0.10], [-0.14, 0.01, -0.11], [-0.07, 0.44, 0.51], [0.13, -0.07, -0.40], [0.11, -0.27, 0.13], [-0.25, -0.15, 0.42], [-0.04, 0.31, -0.28], [-0.11, -0.15, 0.01], [0.16, -0.25, -0.19], [0.27, 0.11, 0.46], [-0.17, -0.37, -0.08], [0.00, 0.21, 0.26], [0.04, 0.05, 0.06], [-0.06, -0.02, -0.25], [-0.21, 0.16, -0.25], [0.20, -0.19, -0.46], [-0.24, 0.03, 0.78], [0.34, -0.32, -0.49], [-0.20, 0.24, 0.15], [0.06, 0.02, 0.00], [0.00, -0.05, -0.05], [0.11, -0.01, -0.16], [-0.11, 0.34, -0.04], [0.00, 0.04, -0.11], [0.09, 0.00, 0.08], [0.04, 0.04, -0.01], [0.10, -0.02, -0.08], [-0.01, -0.05, 0.00], [-0.04, 0.07, -0.01], [-0.14, 0.08, -0.06], [0.01, -0.03, -0.08], [0.15, -0.09, -0.03], [-0.01, 0.12, -0.07], [0.29, 0.02, 0.25], [0.01, 0.03, 0.08], [0.00, 0.19, 0.05], [-0.23, 0.02, 0.00], [0.01, 0.13, 0.02], [-0.16, 0.03, -0.25], [-0.11, -0.15, -0.14], [0.16, 0.14, -0.09], [-0.02, -0.08, 0.05], [0.01, -0.05, -0.11], [0.00, -0.04, 0.09], [-0.05, 0.05, 0.16], [0.05, 0.12, 0.01], [0.17, 0.03, 0.01], [-0.27, -0.02, 0.15], [0.17, 0.17, -0.20], [-0.08, -0.03, -0.10], [0.15, 0.03, 0.08], [-0.03, -0.22, -0.12], [0.00, 0.01, -0.07], [-0.14, -0.05, 0.11], [0.05, 0.02, -0.13], [0.05, -0.05, -0.03], [-0.09, -0.02, -0.04], [0.23, 0.02, 0.19], [-0.12, -0.01, -0.11], [0.01, 0.10, -0.04], [0.00, -0.11, -0.03], [-0.13, 0.07, -0.02], [0.02, 0.05, -0.04], [0.00, 0.01, 0.16], [0.06, 0.05, -0.10], [0.05, -0.07, -0.09], [-0.18, -0.12, 0.02], [0.22, 0.05, 0.14], [-0.07, 0.11, -0.13], [-0.01, 0.00, 0.08], [0.04, -0.10, -0.01], [-0.05, 0.05, -0.02], [0.01, 0.04, -0.03], [-0.06, -0.01, 0.17], [0.04, 0.00, -0.05], [-0.01, 0.06, -0.01], [0.06, -0.11, -0.13], [0.12, 0.04, 0.26], [-0.09, 0.02, -0.18], [-0.03, -0.12, 0.09], [0.02, 0.05, -0.04], [-0.05, 0.01, -0.06], [-0.06, 0.01, 0.04], [0.13, -0.07, 0.02], [-0.10, 0.08, 0.04], [-0.03, -0.01, 0.05], [-0.09, 0.05, -0.01], [0.19, -0.01, -0.11], [-0.06, 0.01, 0.06], [-0.03, 0.01, -0.04], [0.07, 0.07, 0.12], [-0.10, 0.00, -0.02], [0.01, -0.08, 0.02], [0.05, 0.08, -0.12], [0.02, -0.07, 0.06], [0.08, -0.11, 0.02], [-0.13, 0.03, 0.00], [0.17, 0.10, 0.09], [-0.04, -0.06, -0.08], [-0.04, 0.02, 0.00], [0.04, -0.07, 0.06], [-0.09, 0.02, -0.03], [0.02, 0.03, -0.07], [-0.03, 0.07, 0.11], [0.05, -0.06, -0.07], [-0.01, 0.21, 0.30], [-0.10, -0.31, 0.00], [-0.06, 0.27, -0.03], [0.20, -0.22, 0.10], [-0.07, -0.03, -0.07], [-0.04, -0.03, -0.06], [-0.11, 0.07, -0.01], [0.09, -0.01, -0.08], [-0.13, 0.04, 0.02], [0.20, 0.02, -0.03]],
  "lumo_ev": -2.1,
  "homo_ev": -11.65,
  "gap_ev": 9.54,
  "total_charge": 1,
  "e_tot_ev": -110693.512
}